Record 1
The following is a quantum chemistry calculation of C12H26N6O3 as an isolated structure at a distorted geometry, from OMol25.

ORCA input file:
```
! RIJCOSX wB97M-V def2-TZVPD def2/J DEFGRID3
* xyz 0 1
C 0.890 1.514 -1.477
C 0.780 0.153 -0.783
C 2.526 1.680 -1.367
C 3.247 2.005 -2.637
C 3.080 0.872 -3.647
C 4.151 -0.398 -3.578
C -0.536 -1.542 0.428
C -0.783 -2.502 -0.862
C -1.618 -1.335 1.588
C -3.027 -0.892 1.353
C -3.942 -1.011 2.550
C -4.175 0.000 4.685
H -0.418 3.087 -1.418
H 0.668 3.334 -0.018
H 0.544 1.661 -2.478
H 2.907 2.543 -0.856
H 2.788 0.766 -0.733
H 4.397 2.288 -2.617
H 2.792 2.706 -3.201
H 2.094 0.370 -3.438
H 3.147 1.210 -4.696
H 4.103 -0.964 -4.748
H 4.022 -1.284 -2.663
H 6.190 -0.599 -3.025
H 6.038 0.660 -4.035
H -0.820 0.686 0.355
H 0.391 -1.863 0.765
H -1.587 -2.175 2.547
H -1.135 -0.283 2.134
H -3.378 -1.904 0.657
H -3.051 0.208 0.925
H -4.892 -0.578 2.246
H -4.021 -2.162 2.862
H -2.509 -0.978 4.032
H -5.467 -1.035 3.923
H -2.999 1.143 5.535
H -4.132 0.459 6.848
H 0.833 -1.678 -1.610
N 0.092 2.436 -0.619
N 5.471 0.299 -3.207
N -0.255 -0.062 -0.055
N -3.400 -0.381 3.675
N -5.437 -0.247 4.736
N -3.555 0.378 5.870
O 1.513 -0.805 -1.327
O -1.604 -3.407 -0.676
O 0.075 -2.372 -1.945
*
```

Output
**Relative energy (zero: lowest compared OMol25 entry of this formula, charge and spin)**: 10.253 eV
**Lowest unoccupied orbital energy**: 0.007 hartree
**HOMO-LUMO gap**: 9.28 eV

Taken from the Mulliken analysis, the atomic charges in e are: 0.4675, -0.1974, -0.6884, -0.7244, -0.6056, -0.4264, -0.2487, 0.5476, -1.2691, 0.0453, -1.2849, 0.4395, 0.3112, 0.3075, 0.6009, 0.3835, 0.2792, 0.3828, 0.3709, 0.0004, 0.5699, 0.2373, 0.2226, 0.2873, 0.2230, 0.4817, 0.5836, 0.3009, 0.2783, 0.1877, 0.2096, 0.5799, 0.4321, 0.2889, 0.3264, 0.2477, 0.2937, 0.5469, -0.8045, -0.6554, -0.2178, -0.1407, -0.7548, -0.5093, -0.6785, -0.5876, -0.6403

***

Record 2
The following is a quantum chemistry calculation of an isolated molecule of C2HN3OS2 at a distorted geometry, from OMol25.

ORCA input file:
```
! RIJCOSX wB97M-V def2-TZVPD def2/J DEFGRID3
* xyz 0 1
C 0.912 -0.074 -0.006
C -1.707 -0.104 -0.008
H 2.809 1.090 0.016
N 0.304 -1.326 0.000
N -0.960 -1.351 0.008
N 0.344 1.074 0.007
O -1.031 1.038 -0.002
S 2.671 -0.208 -0.009
S -3.341 -0.141 -0.007
*
```

Output
**Relative energy (zero: lowest compared OMol25 entry of this formula, charge and spin)**: 1.505 eV
**Lowest unoccupied orbital energy**: -0.076 hartree
**HOMO-LUMO gap**: 7.45 eV
**SMILES**: S=c1nnc(S)no1

Taken from the Mulliken analysis, the atomic charges in e are: 0.6056, 0.3882, 0.1748, -0.1744, -0.1888, -0.3129, -0.0784, -0.1819, -0.2321

***

Record 3
The following is a quantum chemistry calculation of an isolated molecule of C5H11P at a distorted geometry, from OMol25.

ORCA input file:
```
! RIJCOSX wB97M-V def2-TZVPD def2/J DEFGRID3
* xyz 0 1
C -1.808 -0.459 -0.685
C 1.996 -0.482 0.405
C 0.613 1.463 0.153
C -0.606 -0.724 0.177
C 0.702 -0.049 -0.256
P -3.069 0.123 0.228
H -1.926 -0.624 -1.681
H 1.798 -0.561 1.394
H 2.871 0.127 0.076
H 2.256 -1.550 -0.010
H 0.310 1.431 1.112
H 1.653 1.747 -0.060
H -0.179 1.921 -0.388
H -0.804 -0.410 1.140
H -0.380 -1.892 0.305
H 0.657 -0.286 -1.269
H -4.084 0.223 -0.639
*
```

Output
**Relative energy (zero: lowest compared OMol25 entry of this formula, charge and spin)**: 1.895 eV
**Lowest unoccupied orbital energy**: 0.011 hartree
**HOMO-LUMO gap**: 9.60 eV
**SMILES**: [H]/P=C/CC(C)C

Taken from the Mulliken analysis, the atomic charges in e are: -0.2036, -1.4571, -1.3903, -1.0179, 0.3097, -0.0825, 0.4571, 0.4121, 0.3993, 0.2986, 0.3969, 0.4102, 0.3966, 0.3815, 0.2887, 0.4231, -0.0223

***

Record 4
The following is a quantum chemistry calculation of C16H32NPdSe2Si2 as an isolated structure at a distorted geometry, from OMol25.

ORCA input file:
```
! RIJCOSX wB97M-V def2-TZVPD def2/J DEFGRID3
* xyz -1 1
Pd -0.816 -1.350 -0.024
C -1.179 2.588 2.509
Se -0.687 1.367 1.019
C 0.426 0.225 2.164
C -0.409 -0.627 3.102
Se -1.945 -1.374 2.103
C -2.091 -3.003 3.191
H -0.295 2.831 3.097
H -1.936 2.118 3.133
H -1.585 3.494 2.064
H 1.142 0.847 2.708
H 0.949 -0.416 1.452
H -0.788 -0.042 3.942
H 0.165 -1.470 3.491
H -2.185 -2.726 4.240
H -1.223 -3.641 3.040
H -2.991 -3.523 2.872
C 2.833 -0.812 -1.221
Si 1.324 -0.427 -2.333
C 1.969 -0.834 -4.093
C 1.273 1.472 -2.370
C -0.180 -1.503 -2.125
C -1.493 -0.879 -2.201
C -2.657 -1.582 -2.654
C -3.852 -0.927 -2.812
C -3.935 0.446 -2.565
C -2.763 1.080 -2.186
N -1.598 0.477 -2.013
Si -0.038 -3.268 -1.507
C -1.651 -4.124 -0.871
C 1.237 -3.666 -0.111
C 0.605 -4.385 -2.920
H 3.644 -0.112 -1.441
H 3.206 -1.822 -1.407
H 2.598 -0.732 -0.158
H 2.825 -0.211 -4.377
H 1.174 -0.668 -4.824
H 2.273 -1.882 -4.170
H 2.265 1.862 -2.622
H 0.960 1.899 -1.420
H 0.564 1.810 -3.128
H -2.566 -2.628 -2.918
H -4.727 -1.473 -3.149
H -4.867 0.988 -2.663
H -2.753 2.153 -1.993
H -1.464 -4.551 0.116
H -2.002 -4.925 -1.534
H -2.454 -3.393 -0.767
H 0.932 -3.185 0.822
H 2.233 -3.301 -0.368
H 1.310 -4.746 0.062
H -0.049 -4.334 -3.794
H 0.684 -5.430 -2.602
H 1.600 -4.053 -3.232
*
```

Output
**Relative energy (zero: lowest compared OMol25 entry of this formula, charge and spin)**: 0.570 eV
**Lowest unoccupied orbital energy**: 0.086 hartree
**HOMO-LUMO gap**: 5.03 eV

Taken from the Mulliken analysis, the atomic charges in e are: -0.3592, -1.1488, 0.2197, -0.6404, -0.7861, 0.3988, -1.1061, 0.3024, 0.2711, 0.3300, 0.5907, -0.1742, 0.4191, 0.4639, 0.3503, 0.2804, 0.3394, -1.0164, 0.2264, -1.3084, -0.9258, 0.9317, 0.2003, -1.3209, -0.3679, -0.7803, -0.3931, -0.0125, 1.0340, -1.2495, -1.1647, -1.3626, 0.3570, 0.2769, 0.1787, 0.2978, 0.3115, 0.2937, 0.3577, 0.1757, 0.2585, 0.4493, 0.3914, 0.3790, 0.3731, 0.3891, 0.2822, 0.3110, 0.1084, 0.3161, 0.3462, 0.3188, 0.3060, 0.2807

***

Record 5
The following is a quantum chemistry calculation of C34H31GeIrN2O5 as an isolated structure at a distorted geometry, from OMol25.

ORCA input file:
```
! RIJCOSX wB97M-V def2-TZVPD def2/J DEFGRID3
* xyz 3 2
Ir -1.544 -0.077 0.650
O 1.311 -4.396 5.108
C 1.709 -3.052 5.150
C 0.951 -2.303 4.095
C 1.045 -0.919 3.984
C 0.347 -0.271 2.992
N -0.431 -0.927 2.117
C -0.557 -2.274 2.229
C 0.128 -2.976 3.197
C -1.477 -2.913 1.267
C -1.755 -4.260 1.258
C -2.611 -4.779 0.288
C -2.931 -6.242 0.256
O -2.250 -6.870 1.308
C -3.158 -3.906 -0.651
C -2.864 -2.567 -0.578
N -2.045 -2.069 0.367
H 1.814 -4.911 5.747
H 2.781 -2.932 4.947
H 1.505 -2.586 6.121
H 1.659 -0.341 4.661
H 0.406 0.803 2.883
H 0.030 -4.047 3.287
H -1.326 -4.933 1.985
H -2.638 -6.635 -0.725
H -4.019 -6.353 0.340
H -2.406 -7.821 1.284
H -3.818 -4.266 -1.429
H -3.281 -1.849 -1.269
O -2.482 2.637 -1.075
C -3.254 1.616 -1.234
O -3.008 0.503 -0.727
C -4.460 1.805 -2.119
C -4.880 3.282 -2.196
Ge -3.326 4.292 -1.594
C -3.404 6.212 -3.405
C -3.978 6.198 -4.679
C -4.614 7.335 -5.165
C -4.686 8.479 -4.397
C -4.147 8.491 -3.128
C -3.501 7.364 -2.629
C -3.251 5.265 0.041
C -4.423 5.759 0.616
C -4.362 6.449 1.818
C -3.139 6.650 2.442
C -1.969 6.158 1.873
C -2.022 5.467 0.673
C -2.239 5.103 -3.064
C -2.078 4.249 -4.228
C -0.983 4.335 -5.030
C 0.019 5.270 -4.725
C -0.036 6.073 -3.588
C -1.120 5.983 -2.754
H -5.261 1.143 -1.798
H -4.139 1.446 -3.103
H -5.699 3.504 -1.510
H -5.220 3.557 -3.192
H -3.951 5.312 -5.294
H -5.052 7.327 -6.153
H -5.174 9.360 -4.787
H -4.218 9.383 -2.522
H -3.103 7.391 -1.622
H -5.383 5.616 0.135
H -5.269 6.833 2.266
H -3.095 7.195 3.375
H -1.019 6.322 2.363
H -1.102 5.085 0.240
H -2.853 3.528 -4.461
H -0.885 3.702 -5.901
H 0.873 5.362 -5.387
H 0.771 6.760 -3.373
H -1.165 6.579 -1.855
O 0.281 2.309 0.321
C -0.431 1.438 0.419
*
```

Output
**Relative energy (zero: lowest compared OMol25 entry of this formula, charge and spin)**: 0.000 eV
**Lowest unoccupied orbital energy (alpha / beta)**: -0.341 / -0.371 hartree
**HOMO-LUMO gap (alpha / beta)**: 7.08 / 6.26 eV

Taken from the Mulliken analysis, the atomic charges in e are: 0.8286, -0.4866, -0.5814, 0.1846, -0.8920, -0.0296, -0.4564, 0.3621, -0.3873, 0.4221, -0.3201, 0.1990, -0.5659, -0.4868, -0.8257, -0.1988, -0.5599, 0.3275, 0.3758, 0.3676, 0.4684, 0.4368, 0.6907, 0.7236, 0.3807, 0.3714, 0.3290, 0.4805, 0.4102, -0.4934, 0.7956, -0.7535, -0.6353, -0.7392, 0.9157, 0.1076, -0.3573, -0.8423, -0.5492, -1.1136, -0.0910, 0.3611, -0.1676, -0.8520, -0.5258, -0.8698, -0.3325, 1.8694, -0.7005, -0.8847, -0.3823, -1.0984, 0.0783, 0.4378, 0.3217, 0.5468, 0.3692, 0.4231, 0.4587, 0.4442, 0.4496, 0.2680, 0.3957, 0.4601, 0.4407, 0.4643, 0.4767, 0.5949, 0.5114, 0.4689, 0.5223, 0.4199, -0.3645, 0.5833

***

Record 6
The following is a quantum chemistry calculation of a 2-piece molecular cluster, C5H11BrOSSi overall at a distorted geometry, from OMol25.

ORCA input file:
```
! RIJCOSX wB97M-V def2-TZVPD def2/J DEFGRID3
* xyz 0 1
C 2.727 1.603 -0.540
C -0.412 -1.418 1.195
C -1.425 1.335 0.439
C -2.466 -1.134 -1.260
C 2.984 0.522 0.436
O 1.910 2.489 -0.378
Si -0.945 -0.354 -0.266
S 0.815 -0.448 -1.483
Br 4.151 -0.773 0.036
H 3.471 1.512 -1.455
H -0.262 -2.525 0.934
H 0.576 -1.021 1.606
H -1.172 -1.428 1.990
H -1.884 1.204 1.408
H -0.416 1.805 0.523
H -2.086 1.828 -0.203
H -2.219 -1.987 -1.733
H -3.241 -1.251 -0.608
H -2.662 -0.347 -2.047
H 2.556 0.388 1.407
*
```

Output
**Relative energy (zero: lowest compared OMol25 entry of this formula, charge and spin)**: 1.124 eV
**Lowest unoccupied orbital energy (alpha / beta)**: -0.063 / -0.083 hartree
**HOMO-LUMO gap (alpha / beta)**: 7.68 / 6.77 eV

Taken from the Mulliken analysis, the atomic charges in e are: 0.0337, -0.8319, -0.8301, -1.0854, -0.3705, -0.4670, 0.5242, -0.2090, 0.0386, 0.2355, 0.2564, 0.1303, 0.3453, 0.3195, 0.1665, 0.3165, 0.3696, 0.3461, 0.2602, 0.4516

***

The lowest relative energy (zero: lowest compared OMol25 entry of this formula, charge and spin) belongs to which entry?
C34H31GeIrN2O5